[1]
ORCA calculation (wB97M-V/def2-TZVPD) on a structure of composition C14H29P2W at a distorted geometry.

The net charge is +1. For the energy above the lowest of the compared OMol25 structures with the same formula, charge and spin, the calculation gives 40.91 kcal/mol. For the gap between HOMO and LUMO (spin up / spin down), the calculation gives 6.0 / 5.4 eV. The value obtained for the largest force on an atom is 0.0597 hartree/bohr. The calculation puts the LUMO energy (spin up / spin down) at -4.24 / -4.95 eV. The spin multiplicity is 3. The calculation puts the molar mass at 443.2 g mol⁻¹.

Atoms and positions in Å:
H1 -0.407 -1.960 4.855
C1 -0.381 -0.348 -1.456
H2 -0.697 -2.554 1.830
H3 3.331 2.300 2.919
H4 -1.822 -2.648 4.000
P1 -0.379 3.126 0.859
H5 0.442 4.241 0.425
H6 -4.192 0.442 1.624
H7 -2.187 -1.121 -2.573
C2 2.773 1.372 2.693
H8 -2.280 -0.042 4.815
H9 0.790 2.206 2.855
H10 -2.883 1.625 1.382
H11 3.420 0.526 2.969
C3 -2.568 0.602 3.970
C4 -3.112 0.550 1.449
H12 -1.164 3.821 1.849
C5 -0.728 -2.576 4.003
H13 -0.326 -3.590 4.149
H14 1.921 -1.579 3.143
C6 0.304 -2.460 -0.736
H15 -2.864 0.068 0.492
H16 -1.417 -3.517 -1.624
W1 0.761 1.192 1.427
H17 0.823 -3.277 -0.242
C7 1.333 -2.295 2.551
C8 1.101 1.043 4.769
H18 -1.982 1.535 4.028
C9 -0.924 -2.565 -1.411
H19 1.555 -3.299 2.939
H20 1.455 0.042 5.101
H21 1.553 1.799 5.444
C10 0.647 -1.059 -0.699
H22 1.679 -2.264 1.509
C11 -0.179 -2.048 2.668
H23 -3.627 0.867 4.090
C12 -1.310 -1.315 -1.952
P2 -0.592 -0.306 2.326
H24 -1.329 3.129 -0.234
H25 -0.478 0.736 -1.539
H26 2.619 1.326 1.533
H27 -2.741 -1.174 2.713
C13 -2.388 -0.127 2.628
H28 1.542 -0.609 -0.257
H29 0.011 1.086 4.960
C14 1.411 1.338 3.342

***

[2]
ORCA calculation (wB97M-V/def2-TZVPD) on a cluster of 3 separate species, C14H30BrCl6NO8P3S in total at a distorted geometry.

The net charge is -1. For the gap between HOMO and LUMO, the calculation gives 7.3 eV. The value obtained for the largest force on an atom is 0.0700 hartree/bohr. The calculation puts the LUMO energy at 2.19 eV. The calculation puts the molar mass at 758.0 g mol⁻¹.

Atoms and positions in Å:
C1 2.476 -1.711 2.677
C2 -1.302 1.162 -0.713
P1 0.883 -0.583 2.856
O1 0.375 3.424 2.526
O2 1.145 -0.207 1.149
Cl1 0.113 -0.338 -8.343
C3 2.411 1.505 2.256
H1 -1.436 -0.125 3.650
C4 -6.108 -1.414 -4.198
C5 -1.607 0.137 1.550
H2 -2.624 -0.137 1.811
O3 4.901 0.450 1.169
H3 1.940 -1.114 5.090
H4 -2.775 1.717 0.648
H5 -6.350 -2.439 -4.465
P2 2.025 3.362 2.582
H6 0.223 0.837 5.351
H7 -2.315 -0.960 -6.887
Cl2 2.497 3.634 4.585
N1 0.210 -0.128 5.645
C6 -1.726 1.438 0.713
H8 0.878 1.788 0.852
H9 -1.951 -0.331 -5.280
Cl3 -2.400 1.391 -6.807
P3 4.307 1.485 2.237
H10 -1.179 2.280 1.120
C7 3.720 -2.504 0.815
H11 -1.255 -0.643 0.891
S1 4.933 0.953 3.998
H12 -4.573 0.054 -4.576
H13 -6.095 -1.334 -3.113
C8 -0.803 0.246 2.864
H14 4.983 3.162 1.039
H15 -0.661 -1.258 -1.222
H16 -0.717 -0.444 5.878
H17 0.097 -1.257 -6.184
H18 0.491 -2.009 4.866
C9 1.636 1.014 0.971
O4 1.803 0.843 3.296
H19 -3.979 -1.579 -4.270
H20 0.278 0.498 -6.143
O5 2.451 -2.368 1.390
H21 3.958 -1.645 0.186
H22 -0.281 0.794 -0.740
C10 -4.769 -1.002 -4.749
H23 4.510 -2.714 1.538
Br1 -0.300 -2.665 2.503
H24 5.704 0.102 1.598
O6 -2.163 0.177 -1.332
H25 3.672 -3.359 0.138
C11 -0.273 -0.321 -6.599
H26 -1.348 2.052 -1.333
Cl4 2.534 1.190 -0.593
H27 0.022 3.441 3.432
H28 3.389 -1.129 2.766
C12 -1.502 -0.864 -1.808
C13 0.919 -1.033 4.725
O7 4.852 2.979 1.985
Cl5 -7.433 -0.368 -4.781
Cl6 -4.630 -1.302 -6.501
C14 -1.753 -0.206 -6.345
H29 2.428 -2.530 3.385
O8 -1.825 -1.396 -2.797
H30 -0.632 1.303 3.048

***

[3]
ORCA calculation (wB97M-V/def2-TZVPD) on a structure of composition C14H30CdF2O5Si at a distorted geometry.

For the energy above the lowest of the compared OMol25 structures with the same formula, charge and spin, the calculation gives 7.00 kcal/mol. For the gap between HOMO and LUMO, the calculation gives 8.3 eV. The value obtained for the largest force on an atom is 0.0278 hartree/bohr. The calculation puts the LUMO energy at 0.88 eV. The calculation puts the molar mass at 456.9 g mol⁻¹.

Atoms and positions in Å:
C1 0.852 0.768 2.449
C2 0.257 0.493 -3.494
H1 1.622 3.453 -1.171
H2 -0.700 4.042 -0.419
H3 3.568 1.902 -1.038
C3 2.558 1.530 -0.793
O1 -1.546 -1.650 1.231
C4 3.103 -0.723 -0.056
H4 -1.936 0.820 2.592
C5 -0.707 -2.181 2.256
H5 -3.424 -1.151 0.791
C6 -2.418 -0.453 -2.431
H6 1.305 0.253 -3.669
H7 2.662 -1.269 1.982
H8 1.732 1.431 2.377
H9 0.206 1.559 -3.276
H10 -0.985 2.520 -1.321
H11 -2.783 3.157 0.406
H12 1.157 -3.250 2.436
C7 1.717 2.755 -0.333
H13 -0.268 0.333 -4.432
O2 2.639 0.580 0.257
Si1 -0.524 -0.596 -2.070
F1 1.258 -0.181 3.436
Cd1 0.080 -0.002 0.326
H14 2.271 3.246 0.477
H15 0.905 -2.642 -2.624
C8 0.521 -2.893 1.620
H16 -0.387 -1.408 2.954
H17 -2.986 -1.046 -1.717
H18 0.138 -3.748 1.047
F2 -0.071 1.558 3.190
H19 -1.558 2.839 1.662
H20 -0.421 -2.492 -3.759
H21 3.272 -2.616 0.970
C9 -0.147 -2.385 -2.711
O3 1.277 -2.134 0.685
H22 -2.675 -0.802 -3.431
C10 -2.625 0.576 1.781
H23 4.203 -0.723 -0.047
H24 -0.702 -3.133 -2.150
H25 2.743 -1.038 -1.045
H26 -2.767 0.572 -2.338
C11 2.608 -1.738 0.997
H27 2.106 1.074 -1.684
H28 -3.128 -1.370 2.537
C12 -2.722 -0.955 1.608
H29 -3.637 0.933 2.041
C13 -0.754 2.948 -0.337
C14 -1.881 2.573 0.649
H30 -1.267 -2.946 2.816
O4 -2.189 1.188 0.571
O5 0.448 2.423 0.199